Formula: C21H55NO7
Source: OMol25
Level of theory: the ωB97M-V functional and the def2-TZVPD basis

Maximum force = 10.48 eV/A
Electronic energy = -1414.2657 a.u.
Net charge = 0
Orbital gap = 7.43 eV

Last column: Mulliken charge in e.
CARTESIAN COORDINATES (ANGSTROEM)
1 C -2.8872 1.4495 2.0839  -0.5472
2 C -3.1352 0.3405 3.1249  -0.2132
3 O -2.1122 0.1815 4.0429  -0.5986
4 H -2.6872 2.4085 2.5039  0.3579
5 H -3.6292 1.5625 1.3639  0.4943
6 H -1.9432 1.3265 1.5819  -0.2316
7 H -3.1602 -0.4675 2.4529  0.0771
8 H -4.1262 0.4605 3.6029  0.3870
9 H -1.2112 0.1695 3.7469  0.3582
10 C 1.5778 3.5335 -2.5041  -0.0186
11 C 2.4778 3.5935 -3.7311  -0.4970
12 O 2.6918 2.3015 -4.2241  -0.4668
13 H 0.8388 2.7585 -2.6111  -0.3597
14 H 0.9988 4.4425 -2.2291  0.2594
15 H 2.2008 3.4285 -1.5771  0.1550
16 H 3.4578 3.7975 -3.4921  0.3017
17 H 2.1848 4.3555 -4.5991  0.2708
18 H 3.2148 2.3395 -4.9931  0.2256
19 C 1.0338 -0.2075 -4.5891  -1.3289
20 C 1.4788 -0.6835 -3.2421  0.8150
21 O 2.4798 0.1245 -2.6431  -0.5230
22 H 1.8358 -0.2435 -5.3631  0.3147
23 H 0.5818 0.7605 -4.4981  0.2696
24 H 0.2478 -0.9315 -4.9941  0.3919
25 H 1.7218 -1.7615 -3.2041  0.0721
26 H 0.5978 -0.5465 -2.5711  -0.3133
27 H 2.5588 0.9365 -3.2161  0.3652
28 C 3.6868 0.6215 1.2279  -1.7450
29 C 2.5568 0.8425 0.1519  1.2098
30 O 1.4118 1.4745 0.7139  -0.4598
31 H 4.2818 1.5345 1.3609  0.3940
32 H 4.3428 -0.0975 0.8209  0.4806
33 H 3.3788 0.1615 2.1409  0.3757
34 H 2.2688 -0.1695 0.0059  -0.5381
35 H 3.0118 1.3905 -0.6771  0.1069
36 H 0.8628 1.9025 0.0359  0.1470
37 C -1.4012 6.1215 -0.2011  -0.9494
38 C -1.6182 6.0365 1.2839  -0.2795
39 O -1.5512 4.7695 1.8659  -0.4025
40 H -2.0232 5.4655 -0.7321  0.2489
41 H -0.3712 5.7405 -0.5211  0.1355
42 H -1.6422 7.1245 -0.5241  0.4017
43 H -2.4612 6.6755 1.6649  0.3527
44 H -0.8452 6.6685 1.7099  0.3207
45 H -1.4472 4.7915 2.7999  0.2557
46 C -1.2382 0.9095 -1.2171  1.1004
47 C -1.8092 2.3645 -0.9701  -0.4014
48 O -0.7952 2.9225 -0.1361  -0.2264
49 H -0.4462 1.0475 -1.9111  -0.6749
50 H -1.8602 0.2055 -1.8101  0.4168
51 H -0.9742 0.4085 -0.3281  -0.8210
52 H -2.8362 2.3065 -0.4571  0.1951
53 H -1.9992 2.9435 -1.8951  0.5160
54 H -1.1882 3.5825 0.4709  -0.0106
55 C -0.1702 -4.2595 3.3439  -1.9944
56 C -1.0532 -4.2325 2.0819  1.6684
57 C -1.6022 -2.7945 1.9459  -1.7680
58 C -0.5412 -1.8815 1.4609  1.4089
59 C -0.1352 -2.3085 0.0539  -0.0127
60 C 0.6018 -3.6865 0.0619  1.3987
61 N -0.2922 -4.5845 0.8399  0.3848
62 O -0.3962 -5.7105 0.3819  -0.5401
63 C 2.0148 -3.5985 0.6539  -1.5595
64 C 0.8138 -4.1235 -1.3871  -1.8777
65 C -2.2422 -5.1955 2.3069  -1.7215
66 H -0.7292 -3.8935 4.1369  0.5495
67 H 0.7088 -3.6855 3.4039  0.4538
68 H 0.1708 -5.2845 3.7089  0.3269
69 H -1.8902 -2.4525 2.9119  0.6056
70 H -2.4932 -2.7505 1.3589  0.3929
71 H 0.3248 -1.9145 2.1579  0.1792
72 H -0.9522 -0.8315 1.3909  -1.3332
73 H 0.4018 -1.4425 -0.4151  -1.0022
74 H -1.0002 -2.5185 -0.6001  0.5073
75 H 0.4798 -6.1525 0.5159  0.3545
76 H 1.7618 -3.7965 1.7269  0.3969
77 H 2.4068 -2.6845 0.6409  0.3506
78 H 2.6048 -4.5705 0.4509  0.3303
79 H 1.2798 -5.0845 -1.5791  0.4186
80 H 1.3738 -3.3935 -1.9301  0.3185
81 H -0.1332 -4.1295 -1.8751  0.5087
82 H -2.9072 -5.3805 1.4509  0.4092
83 H -3.0832 -4.7275 2.8949  0.3400
84 H -1.9072 -6.1015 2.8099  0.3395

Forces on atoms 1 to 2 (eV/Å):
C 1.5 0.2 1.8
C 0.0 1.5 -1.9